Entry i
Here is one molecule with the formula C3H5NO2S from the Open Molecules 2025 dataset. Energies are from ωB97M-V with the def2-TZVPD basis set.

Values from the calculation:
- Kohn-Sham gap: 9.1 eV
- HOMO level: -9.11 eV
- Net charge: 0
- Multiplicity: 1

Each line ends with the natural charge from an NBO analysis.
Geometry (Å):
C -1.552 1.330 -1.903  -0.75
C -1.000 0.288 -1.040  0.36
C 1.440 -0.724 1.681  0.52
H -1.301 2.422 -1.457  0.26
H -2.592 1.054 -1.897  0.26
H -1.301 1.293 -3.116  0.27
H -0.510 -0.814 0.715  0.45
H 2.034 0.175 1.973  0.12
N 0.440 -0.307 0.833  -0.81
O -1.611 -0.775 -0.698  -0.57
O 1.416 -1.846 2.201  -0.56
S 0.552 0.852 -0.406  0.46

Entry ii
Here is a 2-piece molecular cluster, C3H5NO2S overall from the Open Molecules 2025 dataset. Energies are from ωB97M-V with the def2-TZVPD basis set.

Values from the calculation:
- Kohn-Sham gap (alpha / beta): 8.0 / 8.0 eV
- HOMO level (alpha / beta): -9.30 / -9.80 eV
- Net charge: 0
- Multiplicity: 1

Each line ends with the natural charge from an NBO analysis.
Geometry (Å):
C -0.349 -0.355 -0.625  -0.30
C 0.831 -0.221 0.228  -0.08
C -1.719 -0.062 -0.089  -0.62
N 2.038 0.507 0.063  0.46
O 3.075 -0.031 0.382  -0.35
O 1.922 1.628 -0.389  -0.36
S 0.506 -1.884 -0.015  0.27
H -0.235 -0.177 -1.693  0.24
H 0.104 0.537 2.002  0.06
H -2.474 -0.640 -0.618  0.22
H -1.932 0.997 -0.218  0.23
H -1.768 -0.300 0.972  0.23

Most stable structure among those shown: entry i. Next: +5.500 eV.